A molecular structure, C41H45MnN5O3Te in a non-equilibrium geometry, computed with the ωB97M-V functional and the def2-TZVPD basis.

XYZ file:
```
96
Properties=species:S:1:pos:R:3:forces:R:3:lowdin_charge:R:1
Mn -0.25728 0.12060 0.11161 0.6 -3.0 -0.2 0.66
O 3.46071 1.27146 1.22543 0.0 0.0 0.0 0.11
C 2.34094 0.82872 1.11336 0.0 0.0 0.1 -0.45
N 1.64327 0.55474 -0.03817 -0.4 0.1 0.1 0.04
C 2.07226 1.00668 -1.26044 0.0 0.0 -0.1 -0.44
O 3.08749 1.59960 -1.54374 0.0 0.0 0.0 0.11
C 1.09919 0.60670 -2.34510 0.1 -0.1 0.0 -0.17
C 1.45192 0.71807 -3.67700 0.0 0.0 0.0 0.02
C 0.62316 0.15656 -4.63047 0.0 0.0 0.0 -0.04
C -0.50960 -0.52694 -4.21153 0.0 0.0 0.0 -0.03
C -0.80145 -0.56664 -2.86093 0.0 0.0 0.0 -0.10
N -0.03544 0.02536 -1.94463 -0.1 0.3 0.0 0.05
C 1.52110 0.49130 2.33382 0.0 0.0 0.0 -0.16
C 2.11170 0.53201 3.58128 0.0 0.0 0.0 0.02
C 1.36721 0.14110 4.67922 0.0 0.0 0.0 -0.04
C 0.06942 -0.29755 4.47676 0.0 0.0 0.0 -0.03
C -0.45272 -0.30067 3.19446 0.0 0.0 0.0 -0.09
N 0.24956 0.11426 2.13771 0.0 0.2 -0.1 0.08
H 2.38183 1.21318 -3.91935 0.0 0.0 0.0 0.13
H 0.87060 0.21978 -5.68199 0.0 0.0 0.0 0.12
H -1.16061 -1.02627 -4.91506 0.0 0.0 0.0 0.11
H -1.65669 -1.10758 -2.48716 0.0 0.0 0.0 0.09
H 3.14370 0.84690 3.64533 0.0 0.0 0.0 0.13
H 1.79738 0.15583 5.67231 0.0 0.0 0.0 0.11
H -0.54285 -0.64699 5.29610 0.0 0.0 0.0 0.11
H -1.43500 -0.69090 2.98708 0.0 0.0 0.0 0.08
C -3.05017 0.61803 1.38371 0.0 0.0 0.1 -0.07
N -2.55876 0.29035 0.03035 0.1 0.0 0.1 -0.26
C -3.43374 -0.78318 -0.47450 -0.1 0.0 0.0 -0.07
C -2.75319 1.46567 -0.84051 -0.1 0.0 0.0 -0.17
C -1.81169 2.54518 -0.42254 0.0 0.1 0.0 -0.24
C -2.14295 3.88703 -0.55828 0.0 0.0 0.0 -0.05
C -1.25353 4.86369 -0.13874 0.0 0.0 0.0 -0.09
C -0.04503 4.48201 0.42319 0.0 0.0 0.0 -0.08
C 0.27795 3.13544 0.54813 0.0 0.0 0.0 -0.07
C -0.59534 2.13192 0.12506 -0.1 -0.1 0.2 -0.12
H -4.06730 1.02479 1.32142 0.0 0.0 0.0 0.10
H -2.40435 1.35578 1.85356 0.0 0.0 0.0 0.09
H -3.07094 -0.29730 1.96835 0.0 0.0 0.0 0.07
H -4.48064 -0.46542 -0.39102 0.0 0.0 0.0 0.10
H -3.29877 -1.68520 0.11132 -0.1 0.1 0.0 0.07
H -3.23990 -0.97562 -1.52604 0.0 0.0 0.0 0.07
H -3.79974 1.79598 -0.79145 0.0 0.0 0.0 0.13
H -2.56021 1.15622 -1.87140 0.0 0.0 0.0 0.11
H -3.10106 4.16785 -0.98261 0.0 0.0 0.0 0.11
H -1.50465 5.91166 -0.24085 0.0 0.0 0.0 0.10
H 0.65750 5.23315 0.76225 0.0 0.0 0.0 0.10
H 1.24331 2.89964 0.97686 0.0 0.0 0.0 0.09
C -1.39715 -3.97987 0.01294 0.1 0.0 -0.1 -0.03
C -1.27567 -2.64940 0.72475 0.1 0.1 0.2 -0.72
O -2.03974 -2.38992 1.67684 0.0 -0.2 0.0 -0.06
N -0.35692 -1.78234 0.31422 -0.6 2.7 0.0 0.01
Te 2.00310 -2.88918 -0.84871 0.2 -0.3 0.0 1.53
C 3.51031 -4.05969 -1.81429 0.0 0.1 0.0 -0.41
C 3.88414 -3.69720 -3.11627 0.0 0.0 0.0 -0.32
C 3.24000 -2.54688 -3.84715 0.0 0.0 0.0 -0.10
C 4.88804 -4.41448 -3.76093 0.0 0.0 0.0 -0.02
C 5.53228 -5.47922 -3.15036 0.0 0.0 0.0 -0.27
C 6.61870 -6.24422 -3.85674 0.0 0.0 0.0 -0.05
C 5.13359 -5.83396 -1.86938 0.0 0.0 0.0 -0.02
C 4.12726 -5.15311 -1.19172 0.0 0.0 0.0 -0.29
C 3.74442 -5.62819 0.18210 0.0 0.0 0.0 -0.06
C 3.10229 -2.53578 0.94372 0.0 0.1 -0.1 -0.39
C 4.31033 -1.82586 0.86081 0.0 0.0 0.0 -0.29
C 4.88192 -1.26528 -0.41392 0.0 0.0 0.0 -0.04
C 5.02377 -1.57220 2.03045 0.0 0.0 0.0 -0.02
C 4.58741 -2.00417 3.27058 0.0 0.0 0.0 -0.27
C 5.38322 -1.72711 4.51687 0.0 0.0 0.0 -0.05
C 3.40071 -2.71955 3.32705 0.0 0.0 0.0 -0.03
C 2.64489 -2.99206 2.19195 0.0 0.0 0.0 -0.30
C 1.37402 -3.77051 2.39307 0.0 0.0 0.0 -0.06
H -2.29248 -4.47532 0.38225 0.0 0.0 0.0 0.08
H -0.52201 -4.59829 0.20684 0.0 0.0 0.0 0.04
H -1.45529 -3.84436 -1.06774 0.0 0.0 0.0 0.07
H 2.16275 -2.69089 -3.96058 0.0 0.0 0.0 0.06
H 3.67024 -2.43999 -4.84320 0.0 0.0 0.0 0.08
H 3.37743 -1.60668 -3.30727 0.0 0.0 0.0 0.05
H 5.17553 -4.12699 -4.76708 0.0 0.0 0.0 0.11
H 6.86042 -5.79000 -4.81708 0.0 0.0 0.0 0.07
H 6.31474 -7.27659 -4.04018 0.0 0.0 0.0 0.08
H 7.53017 -6.27457 -3.25769 0.0 0.0 0.0 0.08
H 5.61224 -6.67637 -1.37957 0.0 0.0 0.0 0.12
H 4.04738 -6.66529 0.32481 0.0 0.0 0.0 0.08
H 2.66606 -5.55970 0.32957 0.0 0.0 0.0 0.05
H 4.21634 -5.02450 0.96023 0.0 0.0 0.0 0.08
H 4.65175 -1.87317 -1.28444 0.0 0.0 0.0 0.04
H 5.96734 -1.19927 -0.33212 0.0 0.0 0.0 0.09
H 4.50616 -0.25343 -0.58055 0.0 0.0 0.0 0.07
H 5.94393 -1.00239 1.95891 0.0 0.0 0.0 0.12
H 6.04366 -0.87106 4.38026 0.0 0.0 0.0 0.08
H 6.00338 -2.58618 4.78222 0.0 0.0 0.0 0.08
H 4.72856 -1.52460 5.36614 0.0 0.0 0.0 0.07
H 3.04063 -3.07772 4.28675 0.0 0.0 0.0 0.12
H 1.42712 -4.34209 3.31982 0.0 0.0 0.0 0.08
H 1.19193 -4.46252 1.57232 0.0 0.0 0.0 0.03
H 0.51067 -3.10838 2.45893 0.0 0.0 0.0 0.06
```
Forces are in eV/Å.

Calculated values
LUMO energy (alpha / beta) = -1.2881 / -0.9976 eV
Largest force on an atom = 3.1 eV Å⁻¹
E = -95453.457 eV
Spin multiplicity = 2

4 unconnected molecules or ions with the total composition C29H53O5P in a non-equilibrium geometry, computed with the ωB97M-V functional and the def2-TZVPD basis.

XYZ file:
```
88
Properties=species:S:1:pos:R:3:forces:R:3:lowdin_charge:R:1
C -6.88648 -3.82646 4.57830 -0.4 0.0 -0.7 -0.10
C -7.81595 -3.78673 3.35377 0.1 0.7 0.6 -0.26
C -7.85732 -2.39106 2.71462 0.2 -0.5 -0.5 -0.19
C -6.71825 -2.13998 1.71605 -0.1 0.2 0.7 -0.32
O -5.76019 -1.28266 2.29355 0.1 0.2 -0.3 -0.41
P -4.34830 -0.96835 1.30485 0.0 0.1 0.4 0.87
C -3.53098 -2.55112 1.75648 -0.6 -0.3 -0.2 -0.26
C -3.37584 -3.54622 0.59423 0.2 -0.2 0.1 -0.21
C -2.10691 -4.41211 0.63586 -0.1 -0.2 -0.1 -0.42
C -0.83577 -3.62858 0.92470 -0.3 0.0 0.5 -0.07
C -2.26505 -5.60294 1.60467 0.3 0.4 -0.4 -0.06
C -2.92544 -0.39473 0.17672 -0.2 0.2 0.3 -0.26
C -1.67790 0.02900 0.90214 0.1 -0.2 -0.7 -0.44
O -1.57552 -0.02113 2.09823 0.1 -0.1 0.9 0.09
C -0.55263 0.51098 0.04416 -0.2 0.6 -0.2 -0.16
C -0.69780 1.74516 -0.59658 0.2 -0.3 -0.1 -0.03
C 0.30781 2.22804 -1.42089 0.2 -0.7 0.2 -0.07
C 1.44915 1.44397 -1.60262 -0.3 0.3 0.0 -0.07
C 1.58432 0.21707 -0.95392 0.6 0.6 -0.8 -0.07
C 0.59668 -0.25233 -0.13482 -0.9 0.1 0.5 -0.03
H -7.08070 -2.94391 5.17638 0.1 0.1 0.3 0.07
H -5.85430 -3.79420 4.24185 0.2 0.0 0.2 0.06
H -7.07595 -4.71394 5.17316 0.2 -0.1 0.1 0.06
H -7.49283 -4.51597 2.61806 -0.1 -0.2 -0.2 0.10
H -8.82569 -4.04185 3.66569 -0.1 -0.2 0.0 0.10
H -7.78835 -1.60579 3.45962 -0.1 0.1 0.2 0.11
H -8.80903 -2.28330 2.19915 -0.1 0.1 -0.1 0.10
H -7.14583 -1.69519 0.81387 0.2 0.1 -0.3 0.10
H -6.24550 -3.09317 1.45683 0.0 -0.2 -0.2 0.10
H -4.12555 0.11139 2.16379 0.0 0.0 0.0 0.06
H -5.23289 -0.81741 0.20799 0.1 -0.3 -0.1 0.06
H -2.59867 -2.29085 2.24589 0.2 0.2 -0.2 0.07
H -4.15950 -3.00980 2.51034 0.0 0.0 0.2 0.07
H -3.44524 -3.07538 -0.38386 0.1 0.3 0.0 0.10
H -4.22353 -4.22638 0.64873 -0.2 -0.1 -0.2 0.10
H -1.99801 -4.82931 -0.36513 0.0 -0.1 -0.2 0.12
H 0.03047 -4.26783 0.78611 0.2 0.0 -0.2 0.07
H -0.81628 -3.32858 1.97279 0.1 0.1 0.1 0.09
H -0.74994 -2.72320 0.33118 0.1 0.0 -0.2 0.06
H -2.57719 -6.48143 1.04904 -0.2 -0.2 0.1 0.07
H -2.98766 -5.38075 2.38336 -0.1 -0.1 0.2 0.07
H -1.30375 -5.83132 2.05690 0.0 -0.1 0.2 0.07
H -3.27788 0.48782 -0.36298 -0.1 0.1 -0.2 0.09
H -2.64396 -1.10968 -0.59546 0.0 -0.1 -0.1 0.09
H -1.58915 2.34127 -0.46042 -0.1 0.0 0.1 0.11
H 0.17778 3.18174 -1.90410 0.2 0.2 -0.1 0.09
H 2.22391 1.81521 -2.25651 0.2 -0.1 0.0 0.10
H 2.46586 -0.37971 -1.11617 0.2 -0.1 0.0 0.09
H 0.68825 -1.20164 0.36174 0.2 -0.2 0.1 0.09
C 3.06187 6.81578 -1.01320 0.0 0.2 0.0 -0.17
C 2.80215 6.48883 0.45466 0.0 -0.1 0.0 -0.17
C 1.30774 6.19228 0.44463 0.0 0.0 0.0 -0.20
O 1.01506 5.64509 -0.84333 0.0 0.1 0.0 -0.15
C 2.13450 5.83854 -1.71368 0.0 -0.2 0.0 -0.21
H 4.10033 6.69326 -1.31653 0.0 -0.1 0.0 0.10
H 2.75886 7.84400 -1.22753 0.0 0.0 0.0 0.11
H 3.36070 5.59530 0.74244 0.0 0.0 0.0 0.11
H 3.06885 7.29257 1.13940 0.0 0.0 0.0 0.11
H 0.71931 7.10685 0.57789 0.0 0.0 0.0 0.12
H 1.01167 5.47531 1.21110 0.0 0.0 0.0 0.12
H 2.62684 4.87278 -1.86938 0.1 0.0 0.0 0.11
H 1.77962 6.20674 -2.67772 -0.1 0.0 0.0 0.12
C 7.71379 5.26465 -3.53067 0.0 -0.1 0.0 -0.17
C 6.79333 5.76312 -4.64108 0.0 0.1 0.0 -0.17
C 5.49166 5.04927 -4.30482 0.0 -0.1 0.0 -0.20
O 5.46951 4.89783 -2.88258 0.1 0.0 0.0 -0.16
C 6.75992 5.20281 -2.34634 -0.1 0.1 0.0 -0.21
H 8.57115 5.91019 -3.34743 0.0 0.0 0.0 0.11
H 8.08373 4.26522 -3.76988 0.0 0.0 0.0 0.11
H 6.66224 6.84467 -4.56189 0.0 0.0 0.0 0.11
H 7.15095 5.53643 -5.64408 0.0 0.0 0.0 0.11
H 5.45350 4.05473 -4.76176 0.0 0.0 0.0 0.12
H 4.60814 5.60742 -4.61729 0.0 0.0 0.0 0.12
H 6.70527 6.16852 -1.83080 0.1 0.0 0.0 0.11
H 7.03286 4.43785 -1.61899 0.0 0.0 0.0 0.12
C 3.51224 -4.77578 0.40028 -0.1 -0.1 0.0 -0.17
C 3.39793 -4.72718 -1.12021 0.1 0.0 0.0 -0.17
C 2.40500 -3.59234 -1.31826 -0.1 0.1 0.0 -0.20
O 2.60186 -2.68279 -0.22887 0.1 -0.3 0.0 -0.18
C 3.43396 -3.30037 0.76110 0.0 0.1 0.0 -0.19
H 4.42570 -5.24801 0.75794 0.0 0.0 0.0 0.11
H 2.66126 -5.31391 0.82462 0.0 0.0 0.0 0.11
H 4.36287 -4.46536 -1.56031 0.0 0.0 0.0 0.11
H 3.06272 -5.66161 -1.56734 0.0 0.0 0.0 0.11
H 1.37172 -3.95522 -1.28345 0.0 0.0 -0.1 0.11
H 2.55261 -3.05840 -2.25795 0.0 0.0 0.0 0.12
H 4.42187 -2.82934 0.72762 0.0 0.0 0.0 0.12
H 3.00018 -3.12639 1.74635 0.0 0.1 0.0 0.12
```
Forces are in eV/Å.

Calculated values
LUMO energy = 0.7857 eV
Largest force on an atom = 1.2 eV Å⁻¹
E = -50456.559 eV

A molecular structure, C20H46CoO2P4 in a non-equilibrium geometry, computed with the ωB97M-V functional and the def2-TZVPD basis.

XYZ file:
```
73
Properties=species:S:1:pos:R:3:forces:R:3:lowdin_charge:R:1
Co 0.01287 0.26984 -1.11728 -1.1 -0.3 0.6 0.07
P -0.67099 1.94553 0.03643 -0.9 2.2 2.3 0.76
P -0.61121 -1.30857 0.31937 0.2 -2.0 2.2 0.80
P -1.76232 0.08408 -2.38419 -2.5 -1.0 -1.9 0.79
H 3.49426 -1.16185 -1.53333 -0.4 0.6 -0.3 0.05
C 3.20545 -0.44339 -2.30816 1.0 -1.4 -0.4 0.02
C 3.72187 0.78456 -2.41813 1.4 1.3 -0.6 0.01
H 4.37766 1.28193 -1.69383 -0.5 -0.4 -0.3 0.08
C 0.52835 2.46644 1.30888 0.0 0.2 0.0 -0.20
C -2.18101 1.76688 1.06945 0.1 -0.1 -0.1 -0.20
C -1.13120 3.48756 -0.83817 0.2 -0.1 -0.1 -0.18
C 0.29240 -2.75841 -0.31719 0.2 -0.1 0.0 -0.22
C 0.04787 -1.06483 2.00945 0.5 0.3 0.0 -0.24
C -2.22374 -2.04643 0.80942 -0.6 0.2 -0.2 -0.19
C -2.28569 1.32445 -3.64121 0.2 0.5 0.1 -0.21
C -3.43907 -0.28660 -1.71129 -0.1 -0.1 0.2 -0.22
C -1.45225 -1.42839 -3.38604 0.0 0.1 -0.1 -0.22
H 2.67698 -0.84399 -3.17911 0.0 0.0 0.3 0.11
H 3.73230 1.27263 -3.40003 -0.4 0.0 0.3 0.11
H 1.52280 2.61419 0.88235 -0.2 0.0 0.3 0.03
H 0.60197 1.69627 2.08547 0.0 0.2 -0.2 0.05
H 0.17303 3.40698 1.75035 0.2 -0.2 0.0 0.08
H -2.06779 0.96791 1.81277 -0.1 0.2 -0.2 0.04
H -3.05972 1.57097 0.44588 0.2 0.2 0.3 0.04
H -2.31845 2.72604 1.59284 0.0 -0.3 -0.1 0.08
H -0.37626 3.75554 -1.58491 -0.3 0.1 0.1 0.03
H -1.20134 4.28582 -0.08533 -0.1 -0.1 -0.3 0.08
H -2.10245 3.35798 -1.33488 0.3 0.1 0.1 0.07
H 0.13552 -3.60328 0.36652 0.1 0.1 -0.2 0.08
H 1.36192 -2.52643 -0.38735 -0.2 -0.1 0.0 0.02
H -0.08578 -3.02651 -1.31168 0.1 0.0 0.2 0.05
H 0.10797 -2.03982 2.51221 -0.1 0.2 -0.1 0.08
H -0.60698 -0.40746 2.59596 0.1 -0.2 -0.2 0.05
H 1.04784 -0.62165 1.94168 -0.4 -0.1 0.1 -0.01
H -2.30657 -3.06136 0.40073 0.0 0.3 0.0 0.07
H -3.07842 -1.45354 0.47186 0.2 -0.3 0.2 0.02
H -2.26633 -2.12087 1.90949 0.1 0.1 -0.5 0.07
H -3.32942 1.62036 -3.45565 0.5 -0.1 -0.1 0.07
H -2.21793 0.87662 -4.63631 0.0 0.1 0.1 0.07
H -1.66707 2.22048 -3.60220 -0.1 0.0 -0.1 0.02
H -4.19565 0.08795 -2.41459 0.3 -0.2 0.2 0.07
H -3.60838 0.20135 -0.74559 -0.1 -0.2 -0.3 0.02
H -3.57825 -1.37014 -1.61765 0.0 0.3 0.1 0.06
H -1.91721 -1.29950 -4.36970 0.1 -0.3 0.2 0.07
H -1.89362 -2.29316 -2.87699 0.2 0.1 -0.2 0.06
H -0.37965 -1.60024 -3.51807 -0.1 -0.1 -0.1 0.04
C 1.91820 3.69578 -2.57450 1.3 2.8 -0.5 -0.23
C 1.79450 2.53312 -1.82122 0.6 -2.2 0.6 0.00
C 1.12940 1.38630 -2.38144 0.6 0.7 -2.3 -0.29
C 0.78903 1.39345 -3.76525 0.4 -0.8 2.1 -0.06
C 0.89633 2.59299 -4.47889 0.4 1.1 -0.1 0.03
C 1.42994 3.74565 -3.88679 -0.5 -0.6 -0.2 0.08
O 2.57878 4.80989 -2.10763 -1.6 -2.0 -1.4 0.18
H 3.04359 4.61127 -1.29842 0.3 0.1 0.8 0.13
H 2.30638 2.41353 -0.85735 -0.4 0.2 -0.4 0.12
H 1.42656 0.37675 -1.92092 0.6 0.7 -0.7 0.05
H 0.50519 0.44708 -4.25059 0.0 0.7 0.2 0.13
H 0.60269 2.61077 -5.53196 0.1 0.1 0.3 0.15
H 1.50182 4.67642 -4.42664 0.1 0.1 -0.2 0.15
C 4.05349 -2.46073 0.60285 0.1 -0.1 0.2 -0.15
P 3.73908 -0.75840 1.11439 0.2 0.2 0.1 0.57
C 3.71632 -0.77153 2.91215 0.0 -0.1 0.0 -0.15
C 5.15895 0.21521 0.60325 0.1 -0.1 0.3 -0.15
O 2.48328 -0.16639 0.50741 -0.5 0.2 -0.5 -0.44
H 5.13470 -2.63996 0.59076 -0.2 -0.1 0.0 0.08
H 3.64915 -2.67391 -0.38859 0.1 -0.1 0.1 0.04
H 3.58200 -3.13935 1.32149 0.1 0.0 -0.2 0.07
H 4.73767 -0.92565 3.28837 -0.3 0.0 0.0 0.08
H 3.33603 0.19158 3.27423 0.1 -0.2 0.0 0.07
H 3.07001 -1.58501 3.26924 0.2 0.2 0.0 0.06
H 5.06057 0.41615 -0.46281 0.4 -0.2 0.4 0.01
H 5.14726 1.16178 1.15792 0.1 -0.2 -0.1 0.08
H 6.09181 -0.32360 0.80139 -0.1 0.2 0.0 0.08
```
Forces are in eV/Å.

Calculated values
Charge = +3
LUMO energy (alpha / beta) = -9.4599 / -13.3756 eV
Largest force on an atom = 3.3 eV Å⁻¹
E = -100334.574 eV
Spin multiplicity = 5